(1)
This record from the OMol25 dataset describes a single C5H9NS molecule. The level of theory is the ωB97M-V functional and the def2-TZVPD basis.

Output
2S+1: 1
Charge: 0
Highest occupied orbital energy (eV): -8.6

Positions of all 16 atoms, in Å:
C (-0.4565, 1.8842, 0.2712)
C (-0.3425, 0.5818, -0.3858)
C (-1.4764, -0.3612, -0.0767)
S (-3.1108, -0.3863, -0.1202)
C (-0.5364, -1.3585, 0.4019)
N (0.5154, -0.3241, 0.3084)
C (1.8288, -0.6956, -0.2525)
H (-0.5879, 1.6125, 1.2973)
H (-1.3802, 2.4828, 0.0125)
H (0.3910, 2.5033, 0.0486)
H (-0.1356, 0.4610, -1.4795)
H (-0.4192, -2.2168, -0.2025)
H (-0.8387, -1.8506, 1.3421)
H (2.3671, 0.2259, -0.4820)
H (1.7725, -1.2909, -1.1811)
H (2.4094, -1.2676, 0.4982)

Here are the Löwdin charges for atoms 1 to 2, given in e:
1. C -0.047
2. C -0.423

(2)
This record from the OMol25 dataset describes a single C5H9NS molecule. The level of theory is the ωB97M-V functional and the def2-TZVPD basis.

Output
2S+1: 1
Charge: 0
Highest occupied orbital energy (eV): -8.7

Positions of all 16 atoms, in Å:
C (-0.0491, 1.3834, -1.2052)
C (-0.1610, 0.4392, 0.0003)
C (-1.4618, 0.4797, 0.6300)
C (0.0448, -1.2237, -0.6745)
N (0.9286, -1.8742, -0.1076)
C (1.6480, -1.3113, 0.9772)
S (1.3231, 0.5302, 1.0746)
H (-0.9512, 1.3090, -1.8208)
H (0.9517, 1.2702, -1.7960)
H (-0.1416, 2.4856, -0.7808)
H (-2.2755, -0.1858, 0.0004)
H (-1.8462, 1.4588, 0.7840)
H (-1.4613, 0.0512, 1.6486)
H (-0.7072, -1.5572, -1.4807)
H (1.5041, -1.9019, 1.9695)
H (2.6546, -1.3531, 0.7808)

Here are the Löwdin charges for atoms 1 to 2, given in e:
1. C -0.149
2. C -0.799

Preferred: (2); penalty for the next structure: 0.0089 hartree.

(1)
This record from the OMol25 dataset describes a 2-piece molecular cluster, C3H9NO overall. The level of theory is the ωB97M-V functional and the def2-TZVPD basis.

Output
2S+1: 1
Charge: 0
Highest occupied orbital energy (eV): -8.8

Positions of all 14 atoms, in Å:
C (-3.1998, -0.3144, 0.6163)
O (-3.0204, 0.3490, -0.3971)
H (-2.3291, -0.7611, 1.1808)
H (-4.1870, -0.4204, 0.9842)
C (0.5945, -0.5555, -1.0630)
N (1.2171, 0.7440, -0.6681)
C (1.8454, 0.7123, 0.7763)
H (-0.3269, -0.6771, -0.5468)
H (1.2779, -1.5047, -0.9178)
H (0.3009, -0.6474, -2.1006)
H (1.9341, 0.9622, -1.3683)
H (1.5742, 1.6237, 1.2946)
H (1.3593, -0.1539, 1.3097)
H (2.9598, 0.6433, 0.8998)

Here are the Löwdin charges for atoms 1 to 2, given in e:
1. C -0.118
2. O -0.026

(2)
This record from the OMol25 dataset describes a 2-piece molecular cluster, C3H9NO overall. The level of theory is the ωB97M-V functional and the def2-TZVPD basis.

Output
2S+1: 1
Charge: 0
Highest occupied orbital energy (eV): -9.3

Positions of all 14 atoms, in Å:
C (-0.8728, -0.3371, -0.2072)
C (-0.6311, -0.0192, 1.0660)
C (-0.5373, -0.9487, 2.2598)
N (-1.7710, -1.7008, 2.5340)
H (-1.5374, 0.1638, -0.8855)
H (-0.5930, -1.3576, -0.4777)
H (-0.5294, 1.0339, 1.3299)
H (-0.3387, -0.2937, 3.1125)
H (0.3160, -1.6196, 2.2753)
H (-2.5692, -1.1027, 2.3477)
H (-1.8038, -2.3742, 1.7860)
O (3.7146, 2.5232, -4.8910)
H (4.3026, 3.2690, -5.0216)
H (2.8505, 2.7637, -5.2280)

Here are the Löwdin charges for atoms 1 to 2, given in e:
1. C -0.011
2. C -0.185

(3)
This record from the OMol25 dataset describes a single C3H9NO molecule. The level of theory is the ωB97M-V functional and the def2-TZVPD basis.

Output
2S+1: 1
Charge: 0
Highest occupied orbital energy (eV): -9.6

Positions of all 14 atoms, in Å:
C (-1.8019, 0.4820, -0.4630)
C (-0.3239, 0.3310, -0.3457)
O (0.1279, -0.5852, -1.3755)
C (0.2225, -0.0613, 1.0236)
N (1.7212, -0.1030, 0.9649)
H (-2.1382, 1.3196, -1.0752)
H (-2.2810, -0.4413, -0.7826)
H (-2.1740, 0.7548, 0.5325)
H (0.2612, 1.2412, -0.5126)
H (0.9131, -1.0253, -1.0449)
H (-0.0442, 0.7667, 1.6836)
H (-0.1880, -1.0390, 1.2787)
H (1.8802, -1.1046, 0.9443)
H (2.1625, 0.1816, 1.8296)

Here are the Löwdin charges for atoms 1 to 2, given in e:
1. C -0.050
2. C -0.455

Preferred: (3); penalty for the next structure: 0.0416 hartree.

(1)
This record from the OMol25 dataset describes a 2-piece molecular cluster, C3H9NO overall. The level of theory is the ωB97M-V functional and the def2-TZVPD basis.

Output
2S+1: 1
Charge: 0
Highest occupied orbital energy (eV): -8.6

Positions of all 14 atoms, in Å:
N (-2.0117, 0.4771, -0.2631)
O (-1.7839, 1.5908, 0.4687)
H (-1.1228, -0.1263, -0.2080)
H (-2.8123, -0.0668, 0.1136)
H (-2.2158, 0.7033, -1.2540)
C (0.3777, 0.5566, 1.3389)
C (0.6027, -0.4734, 0.5240)
C (1.4914, -0.3886, -0.6838)
H (-0.1861, 0.4494, 2.2468)
H (0.7379, 1.5479, 1.1194)
H (0.2879, -1.4738, 0.8050)
H (1.4972, 0.6191, -1.0896)
H (2.5150, -0.6392, -0.3953)
H (1.1905, -1.0902, -1.4589)

Here are the Löwdin charges for atoms 1 to 2, given in e:
1. N -0.092
2. O -0.301

(2)
This record from the OMol25 dataset describes a 2-piece molecular cluster, C3H9NO overall. The level of theory is the ωB97M-V functional and the def2-TZVPD basis.

Output
2S+1: 1
Charge: 0
Highest occupied orbital energy (eV): -8.8

Positions of all 14 atoms, in Å:
C (-0.5334, -1.6099, -1.4724)
C (0.2002, -1.1780, -0.4299)
N (-0.1409, 0.1307, 0.1434)
C (0.0182, 0.0274, 1.6366)
H (-1.3579, -1.0766, -1.9474)
H (0.0328, -2.4176, -1.9470)
H (1.0241, -1.6015, 0.0096)
H (-1.0774, 0.4497, -0.1411)
H (1.0019, 0.5880, 1.8801)
H (-0.6606, 0.7868, 2.1408)
H (-0.2639, -0.9706, 1.9982)
O (0.8526, 2.6308, -0.7380)
H (0.2651, 2.4253, 0.0310)
H (0.6392, 1.8154, -1.1640)

Here are the Löwdin charges for atoms 1 to 2, given in e:
1. C -0.008
2. C -0.210

(3)
This record from the OMol25 dataset describes a 2-piece molecular cluster, C3H9NO overall. The level of theory is the ωB97M-V functional and the def2-TZVPD basis.

Output
2S+1: 1
Charge: 0
Highest occupied orbital energy (eV): -10.1

Positions of all 14 atoms, in Å:
N (0.6598, -2.1844, -0.1098)
C (1.5544, -1.4936, -0.8879)
O (2.2165, -0.5728, -0.4701)
H (0.2716, -3.0195, -0.5042)
H (0.7581, -2.1221, 0.8841)
H (1.8475, -1.9766, -1.8342)
C (-1.7171, 1.2996, 0.2845)
C (-0.2181, 1.5446, 0.4696)
H (-1.8163, 0.5103, -0.4624)
H (-2.1315, 0.9504, 1.2256)
H (-2.1636, 2.2012, -0.1263)
H (0.3470, 0.6586, 0.7611)
H (0.0881, 2.3053, 1.1933)
H (0.3036, 1.8990, -0.4234)

Here are the Löwdin charges for atoms 1 to 2, given in e:
1. N 0.113
2. C -0.409

(4)
This record from the OMol25 dataset describes a 2-piece molecular cluster, C3H9NO overall. The level of theory is the ωB97M-V functional and the def2-TZVPD basis.

Output
2S+1: 1
Charge: 0
Highest occupied orbital energy (eV): -7.7

Positions of all 14 atoms, in Å:
C (-1.1257, 0.8429, 0.5407)
C (-1.7743, 0.7323, -0.7429)
C (-0.9923, 1.3157, -1.9305)
N (-2.9396, 0.0499, -1.0165)
H (-1.6208, 0.4878, 1.3170)
H (-0.2849, 1.6170, 0.6046)
H (0.0040, 0.9705, -1.6814)
H (-1.1722, 2.4757, -1.8583)
H (-1.4232, 0.6521, -2.7469)
H (-3.2630, -0.7170, -0.4234)
H (-2.9674, -0.1678, -1.9161)
O (5.4644, -2.2085, 2.5900)
H (4.9496, -2.3491, 3.3979)
H (5.9932, -2.9956, 2.4988)

Here are the Löwdin charges for atoms 1 to 2, given in e:
1. C 0.006
2. C -0.456

Preferred: (3); penalty for the next structure: 0.0672 hartree.

(1)
This record from the OMol25 dataset describes a 2-piece molecular cluster, C3H9NO overall. The level of theory is the ωB97M-V functional and the def2-TZVPD basis.

Output
2S+1: 1
Charge: 0
Highest occupied orbital energy (eV): -8.1

Positions of all 14 atoms, in Å:
C (-0.4303, -1.1037, -1.2862)
C (0.2322, -0.8352, -0.1245)
N (-0.3947, -0.2269, 1.0098)
C (0.3506, -0.3337, 2.2038)
H (-1.3642, -0.7674, -1.3643)
H (0.1768, -1.5167, -2.1165)
H (1.3082, -1.0164, -0.0346)
H (-1.3361, -0.5627, 1.2001)
H (1.4555, -0.0004, 2.0406)
H (-0.1383, 0.1527, 3.0471)
H (0.5156, -1.3036, 2.6334)
O (0.1710, 1.9720, -1.8274)
H (0.6034, 2.0080, -0.9736)
H (-0.7412, 2.4540, -1.6398)

Here are the Löwdin charges for atoms 1 to 2, given in e:
1. C -0.005
2. C -0.225

(2)
This record from the OMol25 dataset describes a 2-piece molecular cluster, C3H9NO overall. The level of theory is the ωB97M-V functional and the def2-TZVPD basis.

Output
2S+1: 1
Charge: 0
Highest occupied orbital energy (eV): -8.4

Positions of all 14 atoms, in Å:
C (0.1508, 1.6949, 1.4351)
C (-0.4765, 1.0249, 0.4705)
N (0.1787, 0.3298, -0.5468)
C (-0.6391, -0.5578, -1.3733)
H (1.2204, 1.8490, 1.3871)
H (-0.4410, 2.2141, 2.1793)
H (-1.5406, 1.2110, 0.3561)
H (0.9061, 0.8101, -1.0493)
H (-0.0411, -1.2157, -1.9876)
H (-1.2287, 0.0129, -2.1030)
H (-1.3916, -0.9937, -0.7250)
O (1.1133, -2.0327, 1.0287)
H (0.5900, -1.6057, 0.3305)
H (1.5992, -2.7412, 0.5976)

Here are the Löwdin charges for atoms 1 to 2, given in e:
1. C 0.003
2. C -0.261

(3)
This record from the OMol25 dataset describes a single C3H9NO molecule. The level of theory is the ωB97M-V functional and the def2-TZVPD basis.

Output
2S+1: 1
Charge: 0
Highest occupied orbital energy (eV): -9.1

Positions of all 14 atoms, in Å:
C (1.6825, -0.7149, -0.0252)
C (0.2782, -0.5282, 0.5330)
C (-0.6160, 0.4707, -0.4336)
N (-1.9936, 0.3889, -0.0820)
O (-0.1290, 1.7501, -0.2426)
H (2.1894, 0.2467, -0.0902)
H (1.6419, -1.1364, -1.0294)
H (2.2669, -1.3952, 0.5926)
H (0.3104, -0.1726, 1.5673)
H (-0.2397, -1.4891, 0.5652)
H (-0.3974, 0.1792, -1.4733)
H (-2.5515, 1.2006, -0.3153)
H (-2.4166, -0.4967, -0.3250)
H (-0.0255, 1.6969, 0.7585)

Here are the Löwdin charges for atoms 1 to 2, given in e:
1. C -0.122
2. C -0.191

(4)
This record from the OMol25 dataset describes a 3-piece molecular cluster, C3H9NO overall. The level of theory is the ωB97M-V functional and the def2-TZVPD basis.

Output
2S+1: 1
Charge: 0
Highest occupied orbital energy (eV): -8.3

Positions of all 14 atoms, in Å:
C (-1.0002, -0.3969, -0.8688)
C (0.0487, 0.6352, -0.5136)
C (0.1431, 1.8058, -1.1917)
N (0.9300, 0.2632, 0.4649)
H (-1.0885, -0.7500, -1.8997)
H (-1.9543, 0.1158, -0.6035)
H (-0.9240, -1.2626, -0.1845)
H (0.8085, 2.5619, -0.7657)
H (-0.4873, 2.1534, -1.9894)
H (0.7591, -0.5942, 1.1200)
H (1.7020, 0.9215, 0.5522)
H (-0.4893, -1.2459, 2.0628)
H (-0.7196, -0.2753, 2.2198)
O (0.0982, -1.9843, 1.6476)

Here are the Löwdin charges for atoms 1 to 2, given in e:
1. C -0.056
2. C -0.489

Preferred: (3); penalty for the next structure: 0.0315 hartree.